{"formula": "C68H162O34", "method": "ωB97M-V/def2-TZVPD", "symbols": ["O", "O", "O", "O", "O", "O", "O", "O", "O", "O", "O", "O", "O", "O", "O", "O", "O", "O", "O", "O", "O", "O", "O", "O", "O", "O", "O", "O", "O", "O", "O", "O", "O", "O", "C", "C", "C", "C", "C", "C", "C", "C", "C", "C", "C", "C", "C", "C", "C", "C", "C", "C", "C", "C", "C", "C", "C", "C", "C", "C", "C", "C", "C", "C", "C", "C", "C", "C", "C", "C", "C", "C", "C", "C", "C", "C", "C", "C", "C", "C", "C", "C", "C", "C", "C", "C", "C", "C", "C", "C", "C", "C", "C", "C", "C", "C", "C", "C", "C", "C", "C", "C", "H", "H", "H", "H", "H", "H", "H", "H", "H", "H", "H", "H", "H", "H", "H", "H", "H", "H", "H", "H", "H", "H", "H", "H", "H", "H", "H", "H", "H", "H", "H", "H", "H", "H", "H", "H", "H", "H", "H", "H", "H", "H", "H", "H", "H", "H", "H", "H", "H", "H", "H", "H", "H", "H", "H", "H", "H", "H", "H", "H", "H", "H", "H", "H", "H", "H", "H", "H", "H", "H", "H", "H", "H", "H", "H", "H", "H", "H", "H", "H", "H", "H", "H", "H", "H", "H", "H", "H", "H", "H", "H", "H", "H", "H", "H", "H", "H", "H", "H", "H", "H", "H", "H", "H", "H", "H", "H", "H", "H", "H", "H", "H", "H", "H", "H", "H", "H", "H", "H", "H", "H", "H", "H", "H", "H", "H", "H", "H", "H", "H", "H", "H", "H", "H", "H", "H", "H", "H", "H", "H", "H", "H", "H", "H", "H", "H", "H", "H", "H", "H", "H", "H", "H", "H", "H", "H", "H", "H", "H", "H", "H", "H"], "positions_angstrom": [[-31.3537, -5.0229, 7.1365], [-29.1967, -6.6463, 13.1856], [-27.7111, -7.1161, 7.1347], [-27.9080, -3.4699, 10.2804], [-40.7814, 5.0578, 15.4376], [-29.5127, -10.1248, 3.4693], [-37.8055, -5.7299, 3.1252], [-38.4806, -8.0665, 14.1895], [-40.6857, 2.2416, 13.9756], [-29.2848, -8.3521, 9.4675], [-35.6672, -11.2256, 4.5931], [-38.1727, -6.1963, 11.6751], [-31.4056, -11.8756, 4.6067], [-32.0659, -3.1072, 9.5939], [-28.0124, 0.3185, 14.4226], [-34.6234, -6.1222, 13.6995], [-27.2194, -3.1704, 7.5324], [-34.6789, 0.6506, 6.6024], [-35.9582, -3.1881, 15.3160], [-31.5788, -2.7308, 3.1252], [-34.8560, -3.1741, 9.8414], [-36.4427, -1.6680, 6.0176], [-30.3571, -0.5128, 13.0462], [-24.9504, -7.7419, 6.6299], [-33.2233, -0.2155, 12.4435], [-33.9929, -9.6911, 7.4999], [-33.4336, -7.8166, 11.5678], [-39.3963, -0.2845, 13.5391], [-23.7845, -6.1610, 14.1788], [-26.4087, -7.5793, 13.0680], [-32.9360, -3.9865, 0.8006], [-35.5494, -6.3458, 5.1575], [-30.4503, -0.5450, 5.6907], [-30.5821, -7.0567, 3.0640], [-34.3673, 1.7669, 7.4294], [-31.0995, -3.6300, 7.3297], [-31.6786, -7.9543, 3.2524], [-39.9902, 0.5242, 12.5413], [-28.1627, -9.1969, 9.1567], [-35.0885, -1.8472, 6.5041], [-36.0269, -11.1209, 3.2184], [-41.1326, 3.7402, 15.9666], [-33.9975, -8.3269, 12.7276], [-38.1456, -0.8195, 13.1015], [-29.4035, -10.4756, 4.8468], [-39.2632, -6.9402, 13.8095], [-30.6143, -2.1536, 3.9350], [-30.8907, -3.3125, 8.8063], [-25.3126, -8.1428, 13.8182], [-23.9500, -7.3951, 13.5084], [-34.0288, -4.0399, 10.5927], [-34.2177, -7.7647, 10.3820], [-26.6380, -2.4307, 8.6131], [-41.6627, 2.6617, 14.9738], [-35.2009, -3.7977, 14.3390], [-28.9800, -0.5768, 15.0278], [-30.5541, -6.2781, 12.9967], [-28.7854, -7.7976, 12.4168], [-29.2552, -7.5694, 3.4066], [-27.5704, -8.3967, 13.1007], [-32.6054, -9.5830, 7.2046], [-36.1212, -2.8123, 10.4965], [-28.4600, -6.4046, 8.1002], [-31.4058, -5.3938, 5.7407], [-29.8873, -1.3685, 14.0522], [-30.8960, 0.4313, 6.6523], [-28.8302, -8.9763, 2.9127], [-35.0993, -7.4311, 13.3899], [-31.0771, -3.8309, 2.3487], [-35.7830, -5.1508, 4.4642], [-35.5984, -1.8482, 15.6726], [-27.3765, -2.3865, 6.3777], [-31.0666, -1.1521, 12.0407], [-32.1117, -4.7005, 1.7428], [-32.1776, -0.2341, 11.4811], [-34.6651, -10.3786, 5.1523], [-26.9182, -0.2998, 13.7133], [-34.6665, -0.5829, 7.3009], [-28.0616, -4.0722, 11.5585], [-34.9212, -6.1590, 6.4317], [-36.4557, -5.3773, 3.0611], [-24.6795, -5.1507, 13.7150], [-26.8219, -6.2702, 6.3920], [-34.7695, -10.5189, 6.6615], [-34.1713, 0.7889, 12.1278], [-37.4073, -1.2593, 6.9851], [-23.9267, -8.5204, 6.0689], [-26.5577, -3.3164, 9.8144], [-32.0767, -13.0931, 4.8264], [-32.7572, -4.3361, 9.7989], [-41.8727, 5.8481, 14.9149], [-35.6262, -5.2245, 14.1010], [-31.3641, -1.1169, 4.7532], [-38.4072, -8.1578, 15.6198], [-38.0124, -6.4773, 10.3040], [-38.0656, -7.1052, 3.2993], [-30.0641, -11.8310, 5.1075], [-39.2623, -6.8440, 12.2579], [-29.6595, -7.2601, 8.5954], [-33.5477, -4.7302, -0.1627], [-41.2284, 1.2420, 13.0573], [-25.7518, -7.0520, 5.6671], [-28.1758, -9.9876, 9.9070], [-37.6630, -7.4164, 4.2632], [-31.5205, -13.9129, 4.3717], [-25.6689, -2.0493, 8.2914], [-35.2788, -3.2064, 13.4267], [-39.1251, -7.3584, 3.3388], [-23.1072, -7.9950, 13.8518], [-41.7751, 3.7723, 16.8466], [-40.1955, 3.3666, 16.3793], [-35.1751, -11.3950, 2.5959], [-31.4232, -2.1541, 12.2793], [-24.3864, -9.2172, 5.3680], [-31.9295, -3.1157, 6.8453], [-37.1512, -0.2801, 7.3896], [-26.1683, -7.7139, 4.9078], [-36.4330, -1.8464, 10.0991], [-38.3531, -1.0534, 6.4840], [-36.0193, -5.6020, 15.0449], [-31.7411, -0.3076, 4.1278], [-35.7263, -1.1994, 14.8061], [-30.3207, -7.5238, 7.7700], [-35.9106, -7.4270, 12.6619], [-32.8555, -4.9106, -0.9852], [-27.2199, -0.8559, 12.8257], [-34.8583, -4.5801, 4.3774], [-34.6360, -11.5621, 6.9478], [-34.1643, -3.8035, 14.6762], [-38.8467, -6.0673, 14.3122], [-40.1261, -6.3566, 11.8058], [-23.4319, -9.0701, 6.8696], [-37.8322, -1.6028, 13.7917], [-30.4876, -4.4893, 2.9867], [-29.3833, -12.5664, 4.6788], [-34.5696, -1.8163, 16.0313], [-38.1323, -1.3675, 12.1593], [-34.5184, -5.0010, 10.7497], [-31.7694, -8.3400, 4.2678], [-39.3069, -7.8638, 11.8757], [-27.8794, -5.1416, 11.4522], [-34.4105, -4.1818, -0.5407], [-40.3034, -0.0254, 11.6537], [-37.9074, -7.3108, 16.0897], [-36.9983, -6.2140, 10.0031], [-36.3904, -5.1730, 13.3254], [-38.7304, -5.9038, 9.7177], [-28.7598, -5.4604, 7.6454], [-31.4869, 1.2047, 6.1615], [-27.4283, -9.3611, 12.6130], [-31.9590, -4.6448, 5.1742], [-26.2090, -0.9868, 14.1748], [-30.0150, 0.8664, 7.1242], [-36.8199, -3.5990, 10.2118], [-36.5441, -4.4413, 2.5096], [-24.5400, -4.2832, 14.3601], [-32.0330, -10.4924, 7.3877], [-33.3025, 1.7547, 7.6619], [-36.4253, -4.6548, 5.1919], [-28.4959, -6.8560, 3.0864], [-23.8842, -7.2427, 12.4311], [-42.4441, 6.2980, 15.7267], [-29.9800, -9.8282, 5.5076], [-31.6211, -5.4925, 1.1770], [-35.5374, -7.8535, 14.2942], [-29.1106, -7.5360, 4.4865], [-36.1170, -2.6860, 11.5792], [-32.3311, -9.1862, 6.2272], [-36.3373, -10.1527, 2.8257], [-26.3888, -2.0793, 6.0339], [-25.5281, -8.1331, 14.8866], [-30.4216, -1.3292, 11.1801], [-28.3971, -9.5885, 8.1669], [-35.5205, -5.7218, 7.2304], [-27.9896, -1.4915, 6.4833], [-33.1897, -8.4808, 13.4430], [-27.1771, -8.7313, 9.1601], [-33.7017, 1.7694, 12.2063], [-32.6143, -7.4342, 3.0474], [-29.6819, -0.0157, 15.6449], [-34.6464, 2.7098, 6.9591], [-35.0230, -2.6842, 7.1992], [-31.7652, -6.4175, 5.6355], [-38.1555, -7.5290, 10.0562], [-41.5072, 6.6790, 14.3113], [-33.6999, -7.1098, 9.6812], [-36.3112, -1.5507, 16.4417], [-34.6759, 0.6837, 11.1674], [-42.5133, 3.0713, 14.4290], [-26.3968, -5.5160, 7.0543], [-30.4338, -2.3252, 8.8743], [-31.5877, -8.7621, 2.5261], [-39.4320, -8.2655, 15.9751], [-33.9293, -5.6766, 0.2204], [-41.9788, 1.7757, 15.5244], [-32.2210, -1.6004, 5.2224], [-30.6835, -5.8717, 11.9936], [-30.2298, -6.6233, 9.2716], [-26.3661, 0.5541, 13.3206], [-30.7673, -1.7579, 14.5641], [-28.6040, -7.4780, 11.3906], [-35.2350, -7.4109, 10.5496], [-33.7550, -3.6058, 11.5544], [-33.1079, -13.1107, 4.4736], [-35.8002, -10.2949, 6.9363], [-37.3243, -0.1040, 13.0612], [-28.9412, -8.9866, 1.8284], [-27.2567, -3.7474, 12.2179], [-33.6020, -0.7236, 7.4885], [-32.1880, -8.7863, 7.8203], [-35.1977, -0.5015, 8.2493], [-41.8204, 0.4943, 13.5853], [-41.8809, 1.6487, 12.2847], [-29.2972, -2.1383, 13.5549], [-30.1744, -3.3744, 6.8130], [-27.8035, -8.5217, 14.1581], [-32.6925, -5.2361, 2.4938], [-30.7380, -5.4584, 13.6912], [-34.3261, -8.7418, 9.9113], [-28.5323, -1.2157, 15.7890], [-30.1382, -2.8498, 4.6255], [-23.2165, -7.8943, 5.5287], [-34.8462, -9.3597, 4.8099], [-35.0513, 1.8257, 8.2760], [-25.1033, -6.3783, 5.1069], [-31.3032, -7.0407, 13.2099], [-27.7694, -9.1402, 3.1026], [-30.4504, -3.4107, 1.5621], [-36.8485, -11.8065, 3.0109], [-32.4249, -0.6470, 10.5031], [-33.7617, -10.7237, 4.6494], [-32.1369, -13.3390, 5.8866], [-25.7201, -5.4645, 13.7968], [-25.3033, -9.2134, 13.6139], [-27.3601, -5.7286, 5.6141], [-27.1864, -1.5225, 8.8631], [-30.3860, -5.3516, 5.3582], [-29.0076, -3.9152, 12.0767], [-27.7189, -6.1374, 8.8536], [-30.1904, -11.9623, 6.1822], [-34.9642, 0.7935, 12.8757], [-27.7803, -3.0038, 5.5752], [-29.8353, -1.7092, 3.3155], [-34.4198, -1.9618, 5.6510], [-34.0040, -5.5885, 6.2855], [-37.6061, -7.7505, 2.5506], [-24.5558, -4.8615, 12.6714], [-31.4434, -0.1245, 7.4135], [-42.6012, 5.3011, 14.3164], [-40.2907, -7.1568, 14.1018], [-32.1209, -5.0564, 10.3130], [-37.5841, -2.0078, 7.7575], [-37.8468, -9.0457, 15.9126], [-34.3420, -9.3583, 12.6518], [-35.9034, -6.0868, 2.4449], [-39.3801, 1.3627, 12.2055], [-30.2701, -4.0895, 9.2527], [-25.9713, -4.2243, 9.6731], [-34.6337, -7.1379, 6.8153], [-29.5469, -8.5733, 12.3360], [-33.0695, -4.7610, 8.8449], [-28.3530, -10.5833, 5.1169], [-26.0170, -2.7678, 10.5857], [-31.7208, 0.7511, 11.3871]], "forces_ev_per_a": [[-0.339, -0.648, -0.383], [-0.431, -1.074, 0.045], [0.507, -0.442, -1.410], [-0.205, 0.052, -0.176], [-1.217, -0.816, -0.347], [-0.447, 0.299, -0.517], [-1.197, -0.718, -0.137], [0.597, 0.085, 0.531], [-1.403, -0.035, 0.307], [0.141, 0.438, -0.235], [-1.448, -0.196, 0.280], [1.491, 0.061, 0.460], [0.221, 0.559, -0.575], [0.103, -0.943, -0.386], [-0.081, -1.695, 0.509], [1.148, -0.007, -0.731], [-0.375, 0.446, 0.663], [-1.050, 0.401, -0.611], [-1.365, 0.214, 1.290], [-0.838, -1.508, -0.606], [-0.866, 0.861, 0.853], [0.237, -0.527, -0.067], [0.002, 0.876, 0.540], [-0.622, 0.352, 0.063], [-0.577, 0.234, -0.991], [0.773, 0.586, -0.698], [0.232, 0.460, -0.624], [0.520, -0.029, -1.037], [-0.534, 0.205, -0.425], [0.500, -0.058, -0.356], [0.905, 1.261, 2.269], [0.634, -1.570, 0.504], [0.671, -0.077, 0.193], [1.147, -0.406, 0.158], [-0.701, -0.282, -0.394], [-0.096, -0.920, -0.081], [0.330, -0.080, -0.485], [-0.932, 0.929, -0.436], [-1.232, 0.237, -0.570], [-1.449, 2.402, 0.534], [0.848, -0.118, 0.077], [0.979, -0.130, -0.912], [-0.319, 0.352, 1.861], [0.207, -0.667, 0.594], [-0.896, -0.016, -0.447], [0.472, -0.489, -1.291], [-0.055, 0.756, 0.263], [-0.838, 0.817, -0.095], [0.021, 0.532, -0.388], [-1.224, -0.454, 0.418], [0.546, -0.285, -0.220], [-0.086, -0.423, 0.274], [0.027, -0.365, -0.952], [0.747, 0.761, -0.836], [1.817, 0.329, -0.351], [-0.498, 0.312, -0.281], [0.511, 0.742, 0.123], [0.514, 1.361, 0.561], [-0.564, -0.562, 0.730], [-0.177, 0.439, 0.193], [0.243, 0.653, 0.301], [0.963, -0.547, -1.100], [0.090, -0.350, -0.341], [0.974, 0.778, 1.091], [1.119, 0.508, -0.320], [-0.012, -1.311, -0.875], [-0.527, -0.062, 0.751], [0.292, -0.097, -0.817], [0.408, 0.917, 0.399], [-0.864, 0.061, 0.021], [-0.370, -0.989, -0.547], [0.638, -0.103, -0.517], [-0.470, 0.385, -1.649], [-1.075, -0.163, -1.468], [1.217, -1.200, 1.506], [-0.200, -0.023, -1.713], [-0.535, 0.761, -0.928], [1.540, -0.343, -0.177], [1.521, -0.806, -0.262], [0.407, -0.549, -0.720], [0.087, 0.666, 1.055], [-0.384, -0.049, 0.613], [-0.318, -0.363, 0.269], [-0.398, -0.486, 0.256], [-0.118, 0.199, 0.797], [0.317, 0.362, -0.639], [-0.510, 0.063, -0.196], [-0.750, 0.784, 1.152], [0.620, -0.566, 0.486], [-1.036, 0.957, -0.041], [0.043, -0.328, 0.692], [-1.131, -0.463, 0.042], [0.477, 1.116, 0.506], [-0.291, -0.391, -0.713], [-0.088, 0.166, -0.005], [0.413, -0.484, 1.034], [-0.612, 0.116, -0.525], [-0.462, -0.308, -0.017], [1.755, 0.606, 0.979], [-0.563, -0.727, -0.768], [1.180, -0.205, 1.789], [0.686, -0.314, 0.974], [-0.086, -0.021, -0.072], [0.129, -0.198, 0.133], [-0.047, -0.182, -0.271], [0.502, -0.266, 0.062], [0.283, 0.010, -0.305], [-0.120, 0.661, -0.283], [-0.160, -0.236, -0.101], [-0.591, 0.390, -0.190], [0.215, 0.069, -0.220], [0.192, -0.261, -0.156], [-0.420, 0.048, 0.501], [0.227, -0.351, -0.203], [-0.084, 0.626, 0.263], [0.228, -0.074, 0.448], [-0.259, -0.523, 0.126], [0.025, -0.121, -0.292], [0.076, -0.455, -0.363], [-0.565, 0.067, 0.169], [-0.203, -0.068, -0.291], [0.204, 0.216, -0.062], [0.220, -0.417, -0.182], [-0.369, 0.570, -0.029], [0.009, -0.309, -0.308], [-0.669, -0.022, -0.159], [0.245, 0.182, -0.308], [0.287, -0.302, -0.141], [0.529, 0.020, -0.226], [-0.302, 0.383, -0.160], [-0.737, 0.127, 0.710], [-0.019, 0.112, -0.072], [-0.237, 0.181, 0.473], [0.270, -0.025, 0.094], [-0.449, -0.674, -0.120], [0.079, 0.129, 0.065], [-0.714, 0.319, -0.513], [-0.206, -0.169, 0.305], [0.339, -0.171, 0.105], [0.042, -0.419, 0.177], [-0.307, -0.288, 0.147], [0.062, 0.119, -0.054], [0.244, -0.526, -0.117], [-0.118, 0.341, -0.144], [-0.067, 0.206, 0.098], [-0.479, -0.438, 0.093], [-0.092, 0.131, -0.213], [-0.634, 0.120, 0.173], [-0.186, 0.055, 0.153], [0.504, -0.316, 0.075], [-0.500, -0.186, -0.166], [-0.288, 0.173, 1.175], [0.043, -0.043, -0.225], [-0.391, 0.137, 0.243], [0.809, 0.272, 0.224], [0.152, -0.010, -0.108], [-0.161, -0.265, 0.004], [-0.061, 0.149, 0.506], [-0.505, 1.130, -0.779], [-0.307, 0.157, -0.674], [0.023, -0.086, -0.225], [-0.019, 0.002, 0.310], [0.457, 0.889, -0.076], [0.496, -0.110, 0.085], [0.216, -0.496, 0.135], [-0.432, -0.180, 0.475], [0.590, -0.324, 0.081], [-0.619, -0.443, -0.651], [-0.071, 0.536, 0.680], [0.248, 0.292, -0.142], [-0.032, 0.558, 0.310], [0.496, -0.072, -0.218], [0.611, -0.444, -0.123], [-0.495, 0.493, -0.320], [-0.260, -0.041, 0.310], [0.375, 0.530, 0.004], [-0.147, 0.394, -0.048], [0.095, 0.216, -0.292], [0.189, 0.344, -0.090], [0.262, 0.893, -0.303], [0.404, -0.215, -0.845], [0.097, -0.187, 0.033], [-0.250, 0.249, 0.121], [-0.054, -0.264, 0.206], [0.459, -0.294, 0.030], [-0.033, 0.039, 0.079], [0.219, 0.015, 0.017], [0.297, -0.233, -0.357], [-0.344, -0.042, 0.047], [0.233, -0.036, 0.087], [0.601, -0.215, -0.127], [-0.137, -0.304, 0.279], [-0.037, 0.123, 0.460], [-0.012, -0.328, 0.025], [-0.086, 0.035, 0.274], [-0.067, -0.056, 0.256], [-0.282, -0.161, -0.292], [-0.207, 0.122, -0.140], [0.171, -0.055, 0.167], [0.242, -0.483, 0.415], [0.289, -0.066, -0.030], [0.005, 0.326, 0.171], [-0.107, 0.136, 0.196], [0.187, 0.559, -0.361], [-0.072, 0.105, -0.129], [-0.205, 0.499, 0.012], [-0.344, -0.498, 0.010], [0.068, 0.362, 0.305], [0.207, -0.545, 0.797], [-0.250, -0.224, 0.664], [-0.044, -0.058, 0.096], [-0.216, 0.042, 0.433], [0.324, 0.355, -0.223], [-0.048, -0.569, 0.211], [0.234, 0.209, -0.110], [-0.343, -0.432, 0.123], [-0.459, 0.275, 0.215], [-0.013, 0.047, 0.053], [0.200, -0.245, 0.014], [0.429, -0.523, -0.368], [0.051, -0.373, 0.050], [0.272, 0.026, -0.065], [-0.002, 0.422, 0.272], [0.398, -0.573, 0.732], [0.020, 0.472, -0.060], [0.233, -0.361, -0.175], [0.311, 0.471, 0.164], [0.233, -0.035, -0.146], [0.141, -0.115, 0.328], [-0.653, 0.088, -0.077], [0.763, 0.237, 0.667], [0.075, 0.111, 0.412], [-0.050, -0.121, 0.158], [0.648, -0.196, -0.502], [-0.427, 0.244, -0.102], [-0.597, -0.074, -0.016], [0.268, -0.155, -0.221], [-0.163, 0.329, -0.707], [-0.415, 0.029, 0.847], [0.725, -0.127, 0.306], [0.083, -0.288, 0.197], [-0.232, -0.119, 0.173], [0.274, 0.274, 0.042], [-0.350, -0.172, -0.149], [0.055, 0.275, 0.219], [0.182, 0.177, -0.411], [0.515, -0.116, -0.218], [-0.410, 0.382, 0.196], [0.234, -0.354, -0.157], [-0.262, 0.412, 0.198], [0.016, -0.143, 0.226], [0.183, -0.032, 0.204], [-0.039, -0.081, -0.360], [-0.736, -0.099, -0.552], [0.322, -0.200, 0.086], [0.795, -0.208, 0.003], [0.289, 0.067, 0.042], [-0.467, -0.487, -0.309], [-0.016, -0.195, -0.241], [-0.311, 0.001, 0.325], [0.130, -0.104, -0.211], [0.103, 0.326, 0.400], [0.256, 0.227, 0.226], [-0.127, 0.291, -0.139]], "mulliken_charge": [1.448, -0.509, 0.084, 0.297, -0.326, -0.307, -0.479, -0.330, -0.259, -0.265, -0.498, 0.109, -0.083, 0.555, -0.347, -0.262, 0.181, -0.552, -0.476, -0.323, 0.362, -0.445, -0.424, -0.258, -0.166, -0.238, 0.112, -0.377, -0.427, -0.018, -0.380, -0.167, -0.405, -0.024, -0.670, 0.472, -0.657, -0.443, -0.710, 0.164, -0.618, -0.600, -1.408, -0.662, 0.662, -0.527, 0.523, -0.315, -0.666, -0.555, 0.152, 0.300, -1.093, -0.354, 0.115, -0.953, -0.277, 0.487, 0.286, -1.097, 0.519, -0.362, 0.240, -0.680, 0.364, -0.380, -1.272, 0.250, -0.587, -0.060, -0.429, -0.881, 0.078, 0.047, -0.497, 0.662, -0.464, 0.389, -0.295, -0.203, -0.791, -0.528, 0.315, -0.833, -0.764, -0.600, -0.836, -0.527, -0.977, 0.446, -0.664, -0.103, 0.298, -0.742, -0.574, -0.596, -1.106, -0.893, 1.528, -0.802, -0.739, -0.952, 0.345, 0.167, 0.358, 0.515, -0.199, 0.365, 0.316, 0.381, 0.288, 0.310, 0.403, 0.302, -0.621, 0.228, 0.177, 0.248, 0.361, 0.301, 0.782, 0.029, -0.685, -0.109, 0.325, 0.006, -0.004, 0.313, 0.316, 0.271, 0.415, 0.223, 0.330, 0.247, 0.489, 0.304, 0.296, -0.313, -0.112, 0.427, 0.056, 0.279, 0.389, 0.265, -0.370, -0.012, 0.377, -0.316, 0.432, 0.342, 0.372, 0.338, 0.322, 0.351, 0.365, 0.255, 0.521, 0.186, 0.419, 0.470, 0.318, 0.295, -0.455, 0.562, 0.400, -0.187, -0.524, -0.550, 0.118, 0.421, 0.327, -0.062, 0.034, 0.522, 0.283, 0.423, 0.303, 0.364, 0.182, 0.376, 0.279, 0.049, -0.194, 0.557, 0.256, -0.598, 0.237, 0.153, 0.248, 0.082, 0.420, 0.487, 0.353, 0.314, 0.339, -0.795, -0.086, -0.767, 0.317, 0.340, -0.410, -0.239, -0.008, 0.229, 0.326, 0.232, 0.307, 0.373, -0.277, -0.257, 0.470, 0.362, 0.418, -0.128, -0.279, 0.365, -0.391, 0.353, 0.593, 0.407, -0.718, 0.318, 0.038, 0.308, 0.508, 0.269, 0.497, 0.394, 0.298, 0.033, -0.003, 0.390, 0.240, 0.501, -0.038, 0.342, 0.086, -0.402, 0.355, 0.335, 0.184, 0.056, 0.482, -0.003, 0.131, 0.236, 0.288, -0.202, 0.257, 0.519, -0.452, 0.204, 0.253, 0.339, 0.307, 0.302, -1.041, 0.293, -0.355, 0.514, -0.298, 0.420, 0.493, 0.535], "homo_lumo_gap_ev": 9.8, "spin_multiplicity": 1, "homo_ev": -9.31}